No. 1
Molecular formula: H7NO2
Method: DFT, the ωB97M-V functional and the def2-TZVPD basis

Values from the calculation:
Spin multiplicity: 1
LUMO energy (eV): 0.7
Energy relative to the best compared isomer or geometry (same formula, charge and spin) (kJ/mol): 53.8
HOMO (eV): -10.19
Orbital gap (hartree): 0.3995
E (eV): -5698.539

CARTESIAN COORDINATES (ANGSTROEM)
N (-1.99374, 2.04036, 0.26928)
H (-1.79939, 1.70924, 1.21898)
H (-2.63104, 2.82746, 0.39957)
H (-2.59244, 1.31790, -0.13011)
O (0.07923, -3.24761, -0.06906)
H (0.85427, -3.33138, -0.63841)
H (0.38117, -2.66242, 0.63596)
O (2.28185, 0.40016, -0.29396)
H (3.02478, 1.01016, -0.26323)
H (2.39531, -0.06385, -1.12903)

Just the Mulliken charges please, in e? Sure, here they are: atom 1 (N): -0.660, atom 2 (H): 0.221, atom 3 (H): 0.225, atom 4 (H): 0.218, atom 5 (O): -0.638, atom 6 (H): 0.311, atom 7 (H): 0.326, atom 8 (O): -0.631, atom 9 (H): 0.313, atom 10 (H): 0.315

---

No. 2
Molecular formula: H7O4
Method: DFT, the ωB97M-V functional and the def2-TZVPD basis

Values from the calculation:
Spin multiplicity: 1
LUMO energy (eV): 4.5
Energy relative to the best compared isomer or geometry (same formula, charge and spin) (kJ/mol): 20.7
Total charge: -1
HOMO (eV): -4.71
Orbital gap (hartree): 0.3389
E (eV): -8304.984

CARTESIAN COORDINATES (ANGSTROEM)
O (0.68296, 0.00906, -2.04564)
H (0.67008, 0.85379, -2.51751)
O (-0.10089, 0.67939, 0.38420)
H (-0.61769, 1.49031, 0.48982)
H (0.44070, 0.27842, -1.09535)
O (-2.11474, -0.78399, -0.47522)
H (-1.28822, -0.29625, -0.13502)
H (-1.99056, -0.60601, -1.42336)
O (1.59636, -0.21490, 2.28510)
H (1.14157, -0.10108, 1.41275)
H (1.93685, 0.64558, 2.53342)

Just the Mulliken charges please, in e? Sure, here they are: atom 1 (O): -0.729, atom 2 (H): 0.269, atom 3 (O): -1.137, atom 4 (H): 0.157, atom 5 (H): 0.453, atom 6 (O): -0.749, atom 7 (H): 0.454, atom 8 (H): 0.294, atom 9 (O): -0.691, atom 10 (H): 0.420, atom 11 (H): 0.259

---

No. 3
Molecular formula: H7PSi2
Method: DFT, the ωB97M-V functional and the def2-TZVPD basis

Values from the calculation:
Spin multiplicity: 1
LUMO energy (alpha / beta) (eV): -0.9 / -1.5
Energy relative to the best compared isomer or geometry (same formula, charge and spin) (kJ/mol): 279.3
HOMO (alpha / beta) (eV): -8.93 / -9.21
Orbital gap (alpha / beta) (hartree): 0.2931 / 0.2829
E (eV): -25152.506

CARTESIAN COORDINATES (ANGSTROEM)
Si (0.03878, -0.77119, -1.60605)
Si (0.29441, 0.37506, 1.56769)
P (1.02576, 0.96413, -0.50903)
H (0.80045, -1.03775, -2.80571)
H (-1.39843, -0.67208, -1.58060)
H (0.17808, -1.96247, -0.51213)
H (0.07175, 1.65562, 2.32173)
H (-0.87473, -0.38230, 1.07873)
H (1.02555, -0.66795, 2.27851)
H (-1.16162, 2.49892, -0.23313)

Just the Mulliken charges please, in e? Sure, here they are: atom 1 (Si): 0.324, atom 2 (Si): 0.318, atom 3 (P): -0.129, atom 4 (H): -0.121, atom 5 (H): -0.061, atom 6 (H): -0.068, atom 7 (H): -0.065, atom 8 (H): -0.096, atom 9 (H): -0.108, atom 10 (H): 0.005

---

Among the records above, which one has the highest E?
H7NO2